# 1
130
Properties=species:S:1:pos:R:3:forces:R:3 method="wB97M-V/def2-TZVPD" e_tot_ev=-99856.7331 total_charge=-2 mol_weight_g_mol=852.0 homo_lumo_gap_ha=0.1396
C -3.9267 -2.8809 3.7042 2.3 -9.1 -1.8
C -3.6658 -4.2549 3.4185 -0.5 9.2 2.8
C -2.9355 -5.7446 3.3812 -1.1 0.2 -0.8
C -1.4978 -5.7628 2.5912 0.0 -0.4 -0.2
C -0.4774 -4.5421 2.9857 0.9 -0.2 0.3
C 0.2734 -3.8225 1.7191 0.2 0.5 -0.4
C 1.6332 -4.7429 1.4265 5.5 -3.6 -1.2
O 2.8907 -4.2433 1.5006 -6.3 -1.3 0.1
O 1.5666 -6.2044 1.0910 -1.2 6.8 1.7
O 0.5260 -2.3806 2.0510 -0.3 -2.9 0.7
B 0.7819 -1.5455 0.8241 -0.4 -1.4 0.1
C -0.1292 -0.1758 0.8691 -0.6 2.1 0.3
C 0.1063 0.8585 -0.3804 -0.6 0.8 -0.5
C -0.0986 0.2071 -1.8719 1.5 -0.5 -0.1
N -1.3301 -0.6876 -2.0022 0.7 1.0 -0.9
C 2.3765 -1.1455 0.7927 2.7 0.7 2.1
C 2.9450 -1.0280 2.4790 -0.6 2.7 -0.1
C 2.6276 0.5078 3.2239 4.4 -2.0 -1.3
O 4.1072 -0.0131 2.7300 -3.6 -2.2 0.6
O 0.3924 -2.5290 -0.2478 -1.8 -1.0 0.4
C -0.5394 -3.5629 0.3140 1.0 0.8 -0.4
C -2.0721 -3.0099 0.6820 0.7 0.0 -0.6
C -0.5783 -4.7239 -0.8426 0.2 -0.5 -0.6
C -1.8547 -4.6018 -1.8880 0.9 -1.0 -0.4
C -3.0265 -5.6791 -1.4738 -0.6 -0.1 -1.3
C -4.5650 -5.0609 -1.5761 0.0 -0.9 0.8
C -5.2113 -5.0572 -0.0647 -0.5 0.4 0.3
C -6.8481 -5.1436 -0.0150 0.1 -0.1 0.4
C -7.6254 -3.9596 -0.8421 -0.9 -0.5 0.0
C -7.9113 -2.5885 0.0140 0.2 1.1 -0.8
C -6.5506 -1.8133 0.5121 -0.2 -0.7 0.5
C -6.8070 -0.3119 1.1324 1.7 -0.4 0.3
C -5.3531 0.1506 1.8180 0.3 0.7 -0.3
C -5.1028 1.7965 1.6789 0.3 0.3 0.2
C -4.0891 2.1808 0.4332 0.4 -0.3 -0.1
H -3.9855 -1.6995 3.8528 0.0 -3.5 -0.6
H -2.8384 -6.2104 4.4561 -0.3 1.3 -2.0
H -3.6697 -6.4397 2.7516 1.5 1.4 1.5
H -1.7509 -5.8317 1.4344 0.8 0.4 2.5
H -0.9742 -6.7999 2.8602 -1.2 2.3 -0.6
H 0.3857 -5.0337 3.6479 -1.8 1.1 -1.4
H -0.9415 -3.6956 3.6468 0.5 -1.6 -1.4
H 0.1980 0.4129 1.8547 -0.7 -1.0 -1.9
H -1.2824 -0.3474 0.9708 1.9 0.2 -0.2
H 1.1825 1.3751 -0.3764 -2.4 -1.4 0.0
H -0.6788 1.7536 -0.2962 1.5 -1.6 -0.1
H 0.8367 -0.5113 -2.0511 -2.0 1.4 0.5
H -0.0381 1.0038 -2.7561 -0.2 -1.3 2.1
H -1.2663 -1.0941 -2.9768 -0.6 0.7 1.6
H -2.2099 -0.1415 -1.8733 1.0 -0.4 -0.5
H 3.0653 -1.9393 0.2782 -1.2 1.5 1.0
H 2.6123 -0.0571 0.4340 -0.2 -1.9 0.4
H 2.8479 -2.0528 3.1961 0.5 3.2 -2.1
H 2.6850 1.4703 2.5606 -1.3 -1.9 1.5
H 2.7204 0.6069 4.3952 -0.6 -0.1 -2.5
H -2.0653 -2.3874 1.6814 0.1 -1.5 -2.0
H -2.7372 -3.9734 0.7644 1.0 2.0 0.0
H -2.4521 -2.3028 -0.1998 0.8 -1.6 1.9
H 0.4220 -4.6703 -1.4919 -2.2 0.1 1.8
H -0.6017 -5.8331 -0.4184 0.2 2.4 -0.6
H -2.2313 -3.5063 -2.0594 0.6 -2.1 0.6
H -1.4369 -4.9685 -2.9446 -0.9 0.8 2.2
H -2.9999 -6.5662 -2.2695 0.1 1.8 1.7
H -2.8371 -6.1908 -0.4273 -0.4 1.3 -2.0
H -4.5501 -3.9944 -2.0612 0.0 -2.0 1.0
H -5.2370 -5.7765 -2.2551 1.4 1.6 1.4
H -4.9052 -4.0803 0.5317 -0.4 -2.1 -1.3
H -4.7819 -5.9776 0.5451 -0.9 1.9 -1.3
H -7.2072 -6.2137 -0.3809 0.8 2.2 0.5
H -7.1728 -5.0816 1.1256 0.6 0.0 -2.3
H -7.0955 -3.7187 -1.8823 -1.0 -0.4 2.4
H -8.6973 -4.4001 -1.1284 2.2 1.0 0.5
H -8.6272 -2.7286 0.9370 1.4 -0.1 -1.8
H -8.4821 -1.8478 -0.7273 1.1 -1.5 1.5
H -6.0956 -2.4672 1.3960 -0.8 1.4 -1.9
H -5.7456 -1.8071 -0.3652 -1.7 0.2 1.9
H -7.0422 0.5019 0.3123 0.1 -1.8 1.6
H -7.6186 -0.3495 1.9938 1.5 0.2 -2.0
H -4.4310 -0.3582 1.2613 -2.1 0.9 1.2
H -5.2873 -0.1790 2.9462 -0.3 0.7 -2.2
H -6.1258 2.3911 1.5348 2.1 -1.4 0.4
H -4.5859 2.2245 2.6590 -1.2 -1.0 -2.0
H -3.6111 1.1989 -0.0310 -1.0 2.1 1.0
H -3.1935 2.8405 0.8240 -1.8 -1.3 -0.9
H -4.6189 2.7633 -0.4350 0.9 -1.1 1.7
C 3.2068 4.7932 0.0709 0.2 -0.1 0.1
C 3.4346 5.8384 -1.0201 0.2 0.3 0.1
C 2.7554 5.3305 -2.2908 0.4 0.5 -0.3
S 1.4056 4.2904 -1.7543 -0.2 -0.5 0.0
O 1.6810 2.9298 -2.1654 -0.2 0.8 -0.2
O 0.1492 4.9502 -2.0485 0.2 -0.3 -0.1
C 1.7316 4.4296 -0.0079 0.1 0.0 0.6
H 3.4744 5.1744 1.0607 0.0 -0.1 -0.1
H 3.8230 3.9087 -0.1300 -0.1 0.1 0.1
H 2.9815 6.7893 -0.7145 0.1 -0.1 -0.1
H 4.5004 6.0220 -1.1884 -0.2 0.0 0.0
H 2.3627 6.1534 -2.8934 0.0 -0.4 0.1
H 3.4354 4.7202 -2.8915 -0.2 0.0 0.1
H 1.4935 3.4896 0.4928 -0.1 0.0 -0.2
H 1.1056 5.2358 0.3861 0.0 -0.1 -0.1
C 3.3938 9.5268 -7.0002 0.0 0.0 -0.3
C 2.1980 10.2407 -6.3719 0.0 0.3 -0.1
C 1.5220 9.2537 -5.4216 -0.6 0.4 -0.1
S 2.8018 8.1369 -4.8680 0.1 -0.3 0.3
O 2.5074 6.8123 -5.3730 0.2 0.5 0.4
O 3.0818 8.3887 -3.4685 -0.1 -0.3 -0.5
C 4.1132 8.8372 -5.8505 0.5 0.2 -0.3
H 4.0527 10.2239 -7.5261 -0.1 -0.1 0.1
H 3.0414 8.7819 -7.7236 0.1 0.1 0.1
H 2.5493 11.1137 -5.8084 0.0 -0.1 -0.1
H 1.4969 10.6008 -7.1313 0.1 0.0 0.1
H 1.0848 9.7617 -4.5583 0.1 -0.3 -0.1
H 0.7567 8.6647 -5.9344 0.2 0.0 0.2
H 4.7943 8.0506 -6.1799 -0.1 0.0 0.2
H 4.6468 9.5620 -5.2285 -0.1 -0.1 0.0
C 7.3815 -0.6303 2.5566 -0.2 0.0 -0.3
C 8.6736 -1.3827 2.2419 -0.1 -0.3 -0.1
C 9.8262 -0.5934 2.8606 0.5 -0.3 -0.5
S 9.1409 0.2746 4.2638 -0.6 -0.3 0.2
O 9.1995 1.6968 3.9991 0.3 -0.1 0.3
O 9.6591 -0.3091 5.4850 0.2 0.5 -0.1
C 7.4611 -0.2738 4.0335 -0.4 -0.1 -0.1
H 6.4962 -1.2338 2.3360 0.1 0.2 0.1
H 7.3288 0.2829 1.9520 -0.1 -0.1 0.1
H 8.6307 -2.3837 2.6880 0.0 0.1 -0.1
H 8.8158 -1.5096 1.1642 0.0 0.0 0.2
H 10.6297 -1.2528 3.1984 0.0 0.3 0.1
H 10.2224 0.1496 2.1630 -0.1 0.0 0.2
H 6.7668 0.5171 4.3226 0.1 -0.1 0.0
H 7.3085 -1.1572 4.6607 0.1 0.2 0.0

---

# 2
20
Properties=species:S:1:pos:R:3:forces:R:3 method="wB97M-V/def2-TZVPD" relative_energy_ev=2.071 e_tot_ev=-11417.1461 smiles="CN(C)CC(N)=O.O" mol_weight_g_mol=120.2 homo_lumo_gap_ha=0.3452
C -1.9913 0.3162 1.6135 0.9 -0.9 1.1
N -1.1974 0.2119 0.3911 -1.2 0.3 -1.8
C -1.9798 0.7191 -0.8001 1.1 -1.1 1.1
C 0.0178 1.0566 0.4808 -0.8 -2.0 0.9
C 1.2324 0.7106 -0.3900 0.3 0.0 0.0
N 1.2719 -0.5056 -0.9775 -1.0 0.6 -0.3
O 2.1847 1.4663 -0.3797 0.0 0.4 -0.2
H -1.5320 1.0939 2.2377 -0.7 0.1 0.1
H -3.0730 0.4513 1.5003 0.4 0.3 -0.4
H -1.8846 -0.6270 2.2032 -0.1 0.5 -0.3
H -2.9495 0.2486 -0.9441 0.1 -0.4 0.3
H -1.3167 0.3924 -1.6130 -0.5 1.1 -0.4
H -2.1734 1.7804 -0.6215 0.3 0.3 -0.8
H 0.3622 0.7453 1.4828 0.3 1.0 -0.2
H -0.3228 2.0859 0.4012 0.8 0.5 0.1
H 2.0093 -0.7735 -1.6048 0.2 0.2 0.2
H 0.4601 -1.0960 -0.9442 0.1 0.0 0.2
O 0.9384 -2.9534 -0.1089 -0.8 -1.3 0.4
H 0.7268 -3.1151 0.8230 0.4 0.4 0.0
H 0.3454 -3.6130 -0.5051 0.3 0.2 -0.3

---

# 3
12
Properties=species:S:1:pos:R:3:forces:R:3 method="wB97M-V/def2-TZVPD" relative_energy_ev=4.726 e_tot_ev=-16103.5509 total_charge=-1 mol_weight_g_mol=91.2 homo_lumo_gap_ha=0.1684
C 0.9786 0.4274 1.1145 -0.2 0.2 0.8
O 2.5126 0.2141 -1.2056 0.1 0.2 -0.1
C -0.1833 -0.2516 -0.7150 -1.1 2.3 -0.3
C -0.2184 -0.0812 0.6697 1.5 -0.7 -0.4
S -3.4350 -0.8292 -0.1951 0.0 0.0 0.0
H 1.7782 0.6749 0.3926 0.0 -0.3 -0.2
H 1.1536 0.6345 2.1796 -0.2 -0.1 -0.3
H 0.7217 0.0918 -1.2651 0.5 -0.7 0.3
H -1.1151 -0.3037 -1.2739 -0.1 -1.0 0.3
H -1.0413 -0.3849 1.2952 -0.4 0.2 -0.1
H 3.1304 0.5964 -1.8405 -0.1 -0.1 0.2
H -4.2820 -0.7886 0.8437 0.0 0.0 0.0